[1]
{"formula": "C28H31AsBClCoIN9O6S", "method": "ωB97M-V/def2-TZVPD", "symbols": ["Co", "C", "C", "C", "C", "N", "N", "B", "N", "C", "C", "C", "C", "N", "N", "C", "C", "C", "C", "N", "N", "C", "C", "C", "C", "N", "H", "H", "H", "H", "H", "H", "H", "H", "H", "H", "H", "H", "H", "H", "H", "H", "H", "H", "H", "H", "O", "As", "O", "O", "C", "C", "C", "C", "C", "C", "S", "O", "O", "O", "H", "H", "H", "H", "H", "Cl", "C", "H", "H", "I", "C", "C", "C", "C", "N", "C", "H", "H", "H", "H"], "coordinates": [[-0.529, -0.255, -0.895], [4.580, 1.927, 0.527], [3.723, 0.953, 1.273], [4.126, -0.017, 2.215], [2.951, -0.567, 2.657], [1.927, 0.024, 1.992], [2.410, 0.963, 1.145], [0.420, -0.052, 2.395], [-0.349, 1.153, 1.821], [-0.882, 2.199, 2.471], [-1.184, 3.168, 1.551], [-0.798, 2.641, 0.311], [-0.807, 3.442, -0.951], [-0.345, 1.392, 0.471], [-0.362, -1.328, 1.934], [-1.024, -2.164, 2.746], [-1.801, -3.002, 1.993], [-1.598, -2.597, 0.674], [-2.378, -3.212, -0.448], [-0.725, -1.580, 0.646], [0.495, -0.028, 3.975], [0.661, -1.001, 4.907], [1.125, -0.432, 6.066], [1.251, 0.934, 5.754], [1.735, 2.053, 6.621], [0.893, 1.158, 4.505], [5.441, 2.214, 1.133], [4.959, 1.511, -0.409], [4.010, 2.825, 0.291], [5.125, -0.247, 2.548], [2.780, -1.307, 3.420], [-0.957, 2.209, 3.539], [-1.594, 4.147, 1.734], [-0.824, 4.497, -0.672], [0.083, 3.265, -1.548], [-1.671, 3.236, -1.573], [-0.977, -2.080, 3.812], [-2.470, -3.772, 2.335], [-3.111, -3.883, -0.001], [-2.916, -2.462, -1.014], [-1.755, -3.798, -1.125], [0.534, -2.049, 4.699], [1.352, -0.933, 6.992], [1.820, 1.729, 7.658], [2.715, 2.401, 6.290], [1.051, 2.901, 6.577], [-0.258, 0.376, -4.955], [-1.395, 1.137, -3.802], [-1.619, 2.652, -4.345], [-0.612, 0.961, -2.326], [-2.842, -0.141, -3.964], [-2.955, -0.836, -5.162], [-3.951, -1.789, -5.328], [-4.835, -2.058, -4.296], [-4.730, -1.371, -3.095], [-3.740, -0.415, -2.933], [-3.612, 0.435, -1.369], [-4.807, 0.119, -0.633], [-3.381, 1.811, -1.718], [-2.443, -0.231, -0.709], [0.052, 1.104, -5.511], [-2.246, -0.641, -5.955], [-4.030, -2.323, -6.266], [-5.610, -2.804, -4.423], [-5.412, -1.554, -2.275], [0.293, -3.245, -1.929], [-0.557, -1.680, -2.236], [-1.581, -1.955, -2.466], [-0.071, -1.286, -3.123], [3.801, 2.241, -4.004], [3.232, 0.702, -2.723], [4.042, -0.403, -2.527], [3.612, -1.362, -1.628], [2.381, -1.204, -1.017], [1.567, -0.185, -1.284], [2.006, 0.783, -2.087], [4.990, -0.497, -3.039], [4.216, -2.229, -1.400], [2.036, -1.908, -0.275], [1.346, 1.619, -2.241]], "forces_ev_per_angstrom": [[0.724, -0.071, -0.131], [0.005, -0.037, -0.056], [0.021, 0.021, 0.053], [0.018, -0.033, 0.009], [-0.036, -0.114, -0.178], [-0.065, -0.097, -0.262], [0.019, 0.279, 0.274], [0.040, 0.197, 0.150], [-0.057, -0.240, -0.030], [0.132, 0.057, -0.060], [0.062, 0.019, 0.036], [-0.040, -0.080, 0.029], [0.017, -0.044, 0.006], [-0.121, 0.116, -0.014], [0.187, 0.002, 0.196], [-0.215, -0.103, 0.057], [0.058, 0.053, 0.019], [-0.205, -0.107, 0.010], [-0.056, -0.142, 0.057], [0.304, 0.146, -0.362], [-0.075, 0.175, -0.107], [0.237, -0.143, -0.003], [0.037, 0.020, 0.000], [0.011, 0.015, -0.001], [-0.008, -0.003, -0.003], [-0.134, 0.043, -0.047], [-0.002, 0.016, -0.004], [-0.004, -0.017, -0.017], [-0.023, -0.028, -0.023], [-0.002, -0.012, 0.001], [-0.044, -0.047, 0.012], [0.033, -0.038, 0.102], [-0.006, -0.002, 0.000], [-0.006, -0.007, -0.002], [0.016, -0.004, -0.013], [-0.032, -0.043, -0.044], [-0.080, -0.005, -0.146], [0.005, -0.003, 0.004], [-0.032, 0.005, 0.028], [-0.052, 0.055, 0.009], [-0.246, 0.086, 0.208], [0.032, 0.096, 0.030], [-0.007, 0.005, 0.000], [-0.002, 0.001, 0.000], [0.002, -0.003, 0.002], [0.002, -0.001, -0.001], [-0.003, 0.013, 0.001], [0.058, 0.021, 0.042], [-0.010, -0.013, 0.000], [-0.168, 0.155, -0.078], [-0.044, -0.014, 0.044], [-0.004, 0.005, 0.011], [-0.009, -0.008, -0.012], [-0.002, -0.007, -0.008], [0.004, 0.015, -0.003], [0.041, 0.016, -0.034], [0.068, -0.161, 0.030], [-0.031, 0.010, -0.007], [0.004, 0.023, 0.011], [-0.173, 0.113, 0.075], [-0.007, -0.014, 0.010], [-0.001, 0.001, -0.004], [0.003, -0.003, 0.001], [-0.001, 0.001, 0.000], [0.005, 0.003, 0.002], [0.504, 0.100, -0.214], [-0.038, 0.076, -0.040], [0.073, 0.043, -0.023], [0.037, -0.007, -0.017], [0.009, -0.002, 0.027], [-0.025, 0.002, 0.035], [0.024, -0.004, 0.077], [0.063, 0.103, 0.065], [-0.088, -0.049, 0.253], [-0.648, -0.392, 0.087], [0.096, 0.082, -0.051], [-0.005, -0.007, -0.008], [-0.005, 0.008, 0.018], [-0.093, -0.081, -0.075], [-0.045, -0.018, -0.002]], "lowdin_charge": [0.503, -0.037, -0.365, -0.035, -0.090, 0.010, 0.122, -0.580, 0.031, -0.065, -0.017, -0.298, -0.029, 0.080, 0.059, -0.071, -0.011, -0.307, -0.063, 0.059, 0.004, -0.135, -0.033, -0.359, -0.043, 0.115, 0.070, 0.055, 0.077, 0.089, 0.109, 0.102, 0.099, 0.080, 0.063, 0.043, 0.090, 0.102, 0.082, 0.052, 0.008, 0.102, 0.092, 0.067, 0.073, 0.071, -0.269, 0.926, -0.441, -0.495, -0.237, -0.082, -0.079, -0.075, -0.059, -0.268, 0.507, -0.293, -0.296, -0.369, 0.036, 0.100, 0.100, 0.101, 0.111, 0.577, -0.529, 0.006, 0.006, 0.866, -0.709, -0.137, -0.043, -0.167, 0.039, -0.178, 0.098, 0.111, 0.093, 0.082], "gap_ev": 8.21, "total_charge": -1, "lumo_ev": 2.06}


[2]
{"formula": "C28H31BN11O5PtS", "method": "ωB97M-V/def2-TZVPD", "symbols": ["Pt", "B", "N", "C", "C", "C", "N", "N", "C", "C", "C", "N", "H", "H", "H", "H", "H", "H", "H", "H", "N", "N", "N", "C", "N", "N", "H", "H", "H", "C", "C", "C", "C", "C", "C", "N", "C", "C", "C", "C", "C", "C", "C", "O", "O", "C", "C", "H", "H", "H", "H", "H", "H", "H", "H", "H", "H", "H", "H", "H", "H", "N", "C", "C", "C", "C", "C", "C", "S", "O", "O", "O", "H", "H", "H", "H", "H", "H"], "coordinates": [[14.589, 8.319, 10.863], [14.235, 5.522, 11.690], [14.685, 6.400, 12.819], [15.634, 6.282, 13.711], [15.756, 7.460, 14.486], [14.889, 8.378, 13.897], [14.284, 7.841, 12.824], [12.918, 6.049, 11.137], [11.707, 6.134, 11.716], [10.864, 7.046, 11.016], [11.734, 7.796, 10.259], [12.997, 7.227, 10.337], [13.950, 4.413, 12.149], [14.982, 5.368, 10.736], [16.072, 5.283, 13.722], [16.393, 7.669, 15.306], [14.648, 9.416, 14.194], [11.507, 5.410, 12.493], [9.814, 7.338, 11.180], [11.551, 8.583, 9.553], [18.944, 11.182, 10.846], [18.094, 10.257, 11.175], [18.460, 9.086, 11.819], [17.360, 8.395, 11.761], [16.351, 9.088, 11.304], [16.766, 10.324, 10.933], [20.094, 10.894, 9.382], [18.373, 12.037, 10.815], [17.164, 7.364, 12.145], [9.073, 14.486, 13.844], [8.419, 14.161, 12.560], [7.477, 15.029, 12.066], [6.967, 14.866, 10.792], [7.434, 13.826, 10.002], [8.546, 13.069, 10.303], [9.239, 12.385, 9.340], [10.004, 12.938, 8.279], [9.484, 14.031, 7.554], [10.098, 14.491, 6.396], [11.344, 13.950, 5.999], [11.798, 12.787, 6.615], [11.142, 12.260, 7.769], [11.554, 10.926, 8.401], [10.585, 10.418, 9.036], [12.705, 10.502, 8.151], [8.966, 13.119, 11.695], [10.005, 12.183, 12.189], [8.642, 15.407, 14.246], [10.182, 14.605, 13.762], [8.906, 13.722, 14.688], [7.070, 15.833, 12.697], [6.346, 15.621, 10.315], [7.020, 13.606, 9.014], [9.659, 11.453, 9.508], [8.530, 14.469, 7.856], [9.658, 15.272, 5.755], [11.814, 14.450, 5.116], [12.567, 12.140, 6.201], [10.220, 11.360, 11.383], [9.611, 11.582, 13.045], [11.029, 12.594, 12.381], [14.659, 8.706, 8.680], [15.859, 9.212, 8.045], [16.055, 10.581, 7.858], [17.311, 11.087, 7.569], [18.252, 10.153, 7.220], [18.085, 8.792, 7.115], [16.852, 8.328, 7.610], [19.925, 10.686, 7.111], [20.423, 10.358, 8.613], [19.871, 12.109, 6.903], [20.519, 9.768, 6.164], [14.324, 7.815, 8.267], [13.882, 9.388, 8.465], [15.196, 11.267, 8.056], [17.670, 12.119, 7.619], [18.867, 8.189, 6.660], [16.772, 7.268, 7.733]], "forces_ev_per_angstrom": [[0.244, 1.044, -1.235], [-0.639, -2.447, -0.844], [-0.060, 4.744, 0.246], [-0.029, -0.554, 1.269], [-0.230, -0.466, -0.871], [-0.155, -0.192, -0.204], [-0.561, -3.202, 1.782], [-1.467, 3.949, -0.073], [-0.789, -1.163, -1.273], [0.118, 0.322, 1.761], [1.932, -1.910, -0.383], [-1.702, -1.349, -0.369], [0.277, 0.261, 0.062], [0.188, 0.338, 0.386], [0.282, 0.460, 0.614], [0.468, -0.136, 0.539], [0.342, -0.831, -0.351], [-0.374, 0.031, -0.037], [0.786, -0.590, 0.049], [-0.088, 0.537, 0.091], [0.035, 0.544, 0.705], [-1.337, -0.427, 0.422], [0.953, 0.749, -1.380], [0.293, -1.830, 1.449], [-1.116, 2.121, -1.151], [1.771, -1.107, 0.443], [-0.622, 0.070, -0.251], [0.262, -0.317, -0.491], [0.746, 1.207, -0.461], [0.487, -0.901, 2.306], [1.358, -1.919, -1.804], [-1.049, 0.762, -0.054], [0.108, -0.206, -0.450], [-0.409, 0.420, -1.432], [0.351, 0.805, 3.037], [0.761, -0.354, -0.912], [-1.166, 0.025, -0.299], [-0.128, 0.316, -0.455], [0.993, 0.016, 0.369], [-0.680, 0.303, -0.865], [-0.742, -0.371, 0.993], [0.082, 0.663, -0.435], [-0.918, 1.360, -1.089], [2.043, -1.916, 0.070], [-0.536, -0.284, 0.430], [-0.836, 1.716, -0.520], [1.037, -2.505, -1.086], [0.232, 0.039, -0.095], [-0.856, -0.065, -0.043], [0.255, 0.752, -1.292], [0.465, -0.249, -0.274], [-0.410, -0.305, 0.408], [-0.040, 0.529, 0.214], [-0.315, 0.276, 0.310], [0.416, -0.189, -0.080], [0.137, -0.277, 0.651], [-0.168, -0.969, 0.767], [0.302, 0.474, 0.113], [-0.408, 1.533, 1.385], [0.565, 0.703, -0.249], [-0.978, -0.020, 0.238], [-0.173, 0.579, -2.075], [0.100, -0.682, -0.454], [-1.488, 1.193, 0.939], [-0.190, -0.462, 0.002], [1.863, 0.213, -0.159], [-1.820, 0.064, 0.490], [1.057, 0.082, -0.110], [-1.621, -0.304, 0.433], [0.878, -0.309, -1.735], [1.029, -0.241, 0.034], [0.850, 1.030, 1.168], [0.648, 0.635, 0.323], [0.166, -0.272, 0.453], [0.802, -0.651, 0.001], [-0.782, -0.246, -0.079], [-0.261, -0.104, 0.497], [-0.545, -0.542, -0.026]], "lowdin_charge": [1.226, -0.568, -0.043, -0.128, -0.072, -0.181, -0.111, -0.065, -0.071, -0.042, -0.109, -0.173, 0.077, 0.063, 0.135, 0.080, 0.125, 0.118, 0.107, 0.076, 0.037, -0.306, 0.140, -0.255, -0.251, 0.091, 0.040, 0.060, 0.120, -0.084, -0.257, -0.097, -0.094, -0.067, -0.220, 0.077, -0.147, -0.035, -0.108, -0.118, -0.034, -0.053, -0.550, -0.045, -0.038, -0.133, -0.058, 0.063, 0.090, 0.101, 0.108, 0.098, 0.111, 0.040, 0.087, 0.097, 0.099, 0.105, 0.096, 0.089, 0.093, -0.048, -0.295, -0.023, -0.055, -0.327, -0.043, -0.014, 0.643, -0.196, -0.302, -0.292, 0.107, 0.038, 0.129, 0.120, 0.117, 0.103], "gap_ev": [6.11, 4.73], "s_squared": 2.047, "total_charge": -1, "spin_multiplicity": 3, "lumo_ev": [2.32, -0.42]}


Max |F| / Eh/bohr: 0.015 0.092
E / hartree: -6829.5125 -2606.3461